No. 1
The following is a DFT calculation (wB97M-V/def2-TZVPD) of a 2-piece molecular cluster, C4H7N3O overall.

Geometry (Å):
H 0.000 3.317 -0.759
N 0.287 2.573 -0.127
C 1.512 2.292 -0.107
C 1.976 1.205 0.798
O 3.119 0.846 0.870
H 2.296 2.772 -0.702
H 1.168 0.756 1.400
C -1.229 -3.007 -0.519
N -1.698 -1.667 -0.512
C -1.468 -0.647 0.083
N -1.547 0.396 0.685
H -0.136 -3.059 -0.537
H -1.591 -3.547 0.360
H -1.623 -3.489 -1.414
H -1.066 1.257 0.482

Values from the calculation:
Multiplicity: 1
Kohn-Sham gap in hartree: 0.3215
SMILES: [H]/N=C/C=O.CN=C=N
E in Eh: -396.0571
HOMO energy in eV: -9.284

Results of the Löwdin charge analysis, in e, for atoms 1 through 2: 0.080 0.112

=====

No. 2
The following is a DFT calculation (wB97M-V/def2-TZVPD) of a 2-piece molecular cluster, C5H8N4O overall.

Geometry (Å):
C 2.360 -0.625 -1.206
C -1.241 0.656 0.360
C -1.054 -0.702 -0.093
C -2.648 1.184 0.536
C 0.802 -1.358 0.625
N 2.970 0.532 -1.434
N 2.841 1.278 -0.357
N 2.030 0.726 0.452
N 1.710 -0.541 -0.033
O -0.806 0.359 -1.035
H 2.316 -1.385 -1.877
H -0.360 1.197 0.767
H -1.702 -1.414 -0.401
H -2.876 1.674 -0.343
H -2.733 1.777 1.457
H -3.256 0.232 0.600
H 0.837 -2.408 0.333
H 0.809 -1.182 1.651

Values from the calculation:
Multiplicity: 1
Kohn-Sham gap in hartree: 0.3731
E in Eh: -489.4085
HOMO energy in eV: -9.390

Results of the Löwdin charge analysis, in e, for atoms 1 through 2: -0.126 -0.308

=====

No. 3
The following is a DFT calculation (wB97M-V/def2-TZVPD) of C14H31PPdS4 as an isolated structure.

Geometry (Å):
Pd 0.050 -0.316 0.108
C 2.460 -2.031 -1.329
C 1.269 -2.978 -1.253
S -0.327 -2.117 -1.514
C -1.502 -3.102 -0.514
C -2.652 -2.236 -0.008
S -2.251 -0.720 0.950
C -2.034 -1.235 2.685
C -0.870 -2.149 3.073
S 0.527 -2.271 1.916
C 1.865 -1.167 2.483
C 2.968 -1.256 1.442
S 2.522 -0.575 -0.207
H 2.532 -1.579 -2.319
H 3.377 -2.594 -1.149
H 1.231 -3.503 -0.303
H 1.371 -3.715 -2.050
H -0.959 -3.577 0.299
H -1.907 -3.881 -1.160
H -3.325 -2.830 0.611
H -3.231 -1.849 -0.848
H -2.977 -1.700 2.974
H -1.974 -0.278 3.204
H -1.211 -3.180 3.151
H -0.468 -1.859 4.043
H 2.241 -1.526 3.443
H 1.490 -0.152 2.596
H 3.291 -2.287 1.292
H 3.829 -0.677 1.774
C 0.248 4.561 0.670
C 0.320 3.060 0.963
P -0.094 2.007 -0.473
C 1.095 2.451 -1.791
C 1.094 1.462 -2.967
C -1.775 2.490 -1.012
C -2.383 1.508 -2.025
H 0.516 5.111 1.571
H -0.757 4.868 0.380
H 0.944 4.853 -0.115
H -0.372 2.792 1.765
H 1.326 2.780 1.283
H 2.081 2.480 -1.321
H 0.860 3.459 -2.137
H 1.077 0.432 -2.606
H 1.985 1.597 -3.578
H 0.230 1.607 -3.611
H -1.718 3.495 -1.434
H -2.389 2.541 -0.110
H -1.972 1.660 -3.020
H -3.461 1.649 -2.092
H -2.189 0.475 -1.731

Values from the calculation:
Multiplicity: 1
Kohn-Sham gap (spin up / spin down) in hartree: 0.2372 / 0.2372
Net charge: +2
E in Eh: -2613.5237
HOMO energy (spin up / spin down) in eV: -14.471 / -14.473

Results of the Löwdin charge analysis, in e, for atoms 1 through 2: 0.227 -0.462

=====

No. 4
The following is a DFT calculation (wB97M-V/def2-TZVPD) of a 6-piece molecular cluster, C44H75F3N9O3 overall.

Geometry (Å):
C -3.140 -0.437 1.566
C -3.661 -1.574 0.669
C -3.656 -1.236 -0.819
C -4.554 -0.051 -1.210
C -3.805 1.261 -1.494
C -3.488 1.520 -2.972
C -3.377 3.016 -3.255
C -2.664 3.381 -4.559
C -1.204 2.937 -4.680
C -0.190 3.899 -4.060
C -0.057 3.764 -2.521
C 1.322 3.299 -2.033
C 1.199 2.630 -0.659
C 2.283 1.660 -0.168
C 3.634 1.806 -0.883
C 4.406 3.147 -0.697
N 4.561 3.739 -2.033
N 3.689 4.132 0.075
N 5.674 2.803 -0.018
O 2.417 1.916 1.235
C 3.323 1.080 1.909
C 3.019 -0.407 1.743
N 2.707 -0.767 0.310
C 2.503 -2.256 0.114
C 1.213 -2.989 0.497
O 0.058 -2.623 -0.214
C 0.852 -3.045 1.979
F 0.075 -2.045 2.384
F 0.207 -4.177 2.230
F 1.959 -3.050 2.737
C 1.692 0.204 -0.289
O 0.639 0.043 0.597
C 1.386 -0.122 -1.764
C -0.096 -0.193 -2.146
H -3.686 -0.389 2.507
H -2.092 -0.602 1.828
H -3.226 0.532 1.079
H -3.032 -2.454 0.817
H -4.671 -1.854 0.972
H -3.975 -2.127 -1.365
H -2.625 -1.046 -1.128
H -5.274 0.120 -0.408
H -5.136 -0.314 -2.094
H -2.861 1.271 -0.940
H -4.394 2.103 -1.122
H -2.557 1.005 -3.217
H -4.273 1.095 -3.599
H -2.895 3.508 -2.407
H -4.400 3.393 -3.313
H -2.686 4.469 -4.667
H -3.242 2.976 -5.392
H -1.060 1.937 -4.264
H -0.969 2.858 -5.744
H 0.782 3.695 -4.511
H -0.485 4.919 -4.304
H -0.824 3.071 -2.166
H -0.269 4.726 -2.049
H 1.754 2.648 -2.797
H 1.967 4.168 -1.941
H 0.222 2.142 -0.630
H 1.169 3.412 0.097
H 4.333 1.029 -0.566
H 3.496 1.652 -1.952
H 5.198 4.531 -1.985
H 5.021 3.053 -2.624
H 3.700 3.924 1.064
H 4.067 5.057 -0.088
H 6.251 2.204 -0.600
H 6.195 3.653 0.169
H 3.201 1.295 2.970
H 4.364 1.300 1.656
H 2.183 -0.696 2.363
H 3.911 -0.972 2.008
H 3.576 -0.581 -0.192
H 3.313 -2.726 0.672
H 2.705 -2.481 -0.929
H 1.426 -4.035 0.259
H 0.118 -2.979 -1.108
H -0.147 0.517 0.302
H 1.870 -1.046 -2.077
H 1.846 0.646 -2.379
H -0.449 0.785 -2.475
H -0.728 -0.514 -1.327
H -0.231 -0.865 -2.990
N -0.872 -2.465 5.358
C -2.129 -2.843 5.744
C -2.308 -2.444 7.041
C -1.111 -1.798 7.454
C -0.244 -1.828 6.395
H -0.474 -2.632 4.454
H -2.785 -3.363 5.066
H -3.197 -2.600 7.629
H -0.910 -1.364 8.419
H 0.760 -1.453 6.293
N -3.672 5.713 0.314
C -4.375 5.813 1.482
C -3.827 4.937 2.380
C -2.748 4.283 1.726
C -2.679 4.782 0.452
H -3.859 6.241 -0.518
H -5.201 6.497 1.577
H -4.160 4.782 3.392
H -2.098 3.532 2.145
H -2.010 4.559 -0.363
N -4.970 -7.736 7.009
C -3.640 -7.435 7.124
C -3.428 -6.234 6.501
C -4.681 -5.796 5.990
C -5.611 -6.745 6.319
H -5.408 -8.560 7.375
H -2.964 -8.093 7.640
H -2.483 -5.722 6.424
H -4.880 -4.887 5.446
H -6.669 -6.796 6.127
N 3.475 -8.207 0.201
C 3.338 -7.086 0.968
C 2.044 -6.651 0.842
C 1.379 -7.548 -0.041
C 2.291 -8.496 -0.417
H 4.318 -8.744 0.112
H 4.163 -6.701 1.544
H 1.613 -5.786 1.311
H 0.349 -7.507 -0.354
H 2.194 -9.353 -1.061
N 4.814 2.919 -5.992
C 4.010 3.916 -5.500
C 3.430 4.543 -6.570
C 3.898 3.901 -7.749
C 4.750 2.905 -7.360
H 5.375 2.296 -5.442
H 3.918 4.097 -4.442
H 2.746 5.373 -6.515
H 3.641 4.147 -8.765
H 5.315 2.193 -7.937

Values from the calculation:
Multiplicity: 1
Kohn-Sham gap in hartree: 0.2424
Net charge: +1
E in Eh: -2739.4170
HOMO energy in eV: -9.346

Results of the Löwdin charge analysis, in e, for atoms 1 through 2: -0.082 -0.247